No. 1
99
Properties=species:S:1:pos:R:3 method="wB97M-V/def2-TZVPD" relative_energy_kcal_mol=0.00 total_energy_ha=-4026.503601 charge=-2 e_homo_ev=-1.518
K -0.068 0.122 0.568
C 3.864 1.143 1.184
C 4.088 -0.044 2.117
C 5.473 -0.660 1.901
C 3.018 -1.088 1.958
C 2.286 -1.743 2.966
C 1.455 -2.599 2.279
N 1.700 -2.454 0.963
N 2.665 -1.529 0.755
B 1.091 -3.323 -0.163
N -0.426 -3.469 0.116
C -1.100 -4.567 0.494
C -2.420 -4.217 0.696
C -2.459 -2.840 0.408
N -1.253 -2.402 0.065
C -3.623 -1.888 0.412
C -3.961 -1.445 -1.014
C -4.841 -2.480 1.107
N 1.357 -2.690 -1.531
C 1.758 -3.355 -2.628
C 1.720 -2.487 -3.696
C 1.278 -1.274 -3.133
N 1.063 -1.409 -1.831
C 1.108 0.045 -3.831
C 2.443 0.796 -3.863
C 0.012 0.898 -3.200
H 4.638 1.901 1.335
H 2.891 1.609 1.357
H 3.902 0.813 0.143
H 4.028 0.312 3.149
H 5.551 -1.043 0.881
H 5.646 -1.493 2.587
H 6.259 0.085 2.052
H 2.310 -1.557 4.027
H 0.678 -3.262 2.625
H 1.552 -4.448 -0.176
H -0.590 -5.511 0.591
H -3.228 -4.854 1.015
H -3.317 -1.002 0.971
H -4.305 -2.296 -1.609
H -3.083 -1.024 -1.504
H -4.749 -0.687 -1.004
H -5.195 -3.373 0.579
H -5.657 -1.754 1.123
H -4.608 -2.749 2.137
H 2.023 -4.397 -2.564
H 1.975 -2.691 -4.723
H 0.820 -0.176 -4.866
H 2.774 1.002 -2.844
H 2.347 1.750 -4.389
H 3.215 0.203 -4.356
H 0.292 1.194 -2.189
H -0.933 0.357 -3.145
H -0.140 1.816 -3.773
F -2.513 0.190 6.255
C -1.536 -0.311 5.495
F -1.406 -1.612 5.796
F -0.396 0.299 5.812
S -1.920 -0.166 3.699
O -0.712 -0.569 3.038
O -3.089 -0.983 3.525
N -2.173 1.386 3.659
S -2.613 2.165 2.372
O -2.341 3.557 2.528
O -2.347 1.504 1.122
C -4.460 2.087 2.461
F -4.912 2.504 3.651
F -4.925 0.854 2.252
F -4.990 2.888 1.521
C 2.310 2.451 4.786
C 1.035 2.956 4.105
C 0.047 3.501 5.136
C 1.344 3.983 3.037
C 1.866 5.218 3.386
C 2.134 6.201 2.443
C 1.841 5.921 1.112
C 1.319 4.704 0.709
C 1.034 4.472 -0.759
C -0.439 4.142 -1.022
C 1.964 3.414 -1.351
C 1.080 3.659 1.665
O 0.678 2.487 1.314
H 2.085 1.648 5.496
H 2.809 3.259 5.330
H 3.011 2.068 4.044
H 0.574 2.112 3.591
H 0.465 4.369 5.658
H -0.195 2.744 5.886
H -0.879 3.810 4.651
H 2.069 5.422 4.435
H 2.544 7.162 2.735
H 2.021 6.682 0.354
H 1.253 5.419 -1.271
H -0.728 3.243 -0.483
H -0.620 3.995 -2.093
H -1.081 4.955 -0.674
H 1.830 2.466 -0.827
H 3.009 3.714 -1.236
H 1.764 3.265 -2.415

No. 2
99
Properties=species:S:1:pos:R:3 method="wB97M-V/def2-TZVPD" relative_energy_kcal_mol=14.77 total_energy_ha=-3327.462631 charge=0 e_homo_ev="-7.548 / -5.872"
Bi 1.218 -0.084 -0.327
C -0.686 -5.894 1.426
C -0.140 -4.517 1.691
C -0.868 -3.571 2.415
C -0.403 -2.285 2.602
C 0.838 -1.872 2.093
N 1.324 -0.570 2.184
C 1.292 0.071 3.382
C 1.120 -0.551 4.625
C 1.109 0.140 5.814
C 1.318 1.558 5.841
C 1.377 2.260 7.168
C 1.498 2.219 4.683
C 1.426 1.566 3.353
N 2.550 1.992 2.517
C 3.765 1.390 2.494
C 4.647 2.301 1.976
C 3.865 3.451 1.734
N 2.603 3.267 2.081
C 1.568 -2.843 1.389
C 1.084 -4.126 1.176
N 2.870 -2.523 0.898
C 3.983 -3.280 0.893
C 4.983 -2.548 0.293
C 4.383 -1.329 -0.047
N 3.116 -1.330 0.339
H -1.472 -6.147 2.137
H -1.112 -5.958 0.423
H 0.094 -6.653 1.499
H -1.833 -3.847 2.826
H -0.995 -1.559 3.145
H 1.012 -1.628 4.641
H 1.001 -0.395 6.749
H 0.424 2.159 7.692
H 2.148 1.826 7.808
H 1.587 3.321 7.046
H 1.721 3.278 4.650
H 3.890 0.381 2.848
H 5.697 2.160 1.782
H 4.170 4.397 1.314
H 1.673 -4.820 0.588
H 3.986 -4.261 1.336
H 6.002 -2.849 0.132
H 4.791 -0.458 -0.534
C -5.017 -0.446 -0.483
N -3.631 -0.351 -0.039
C -2.960 -1.655 -0.024
P -2.747 0.939 -0.557
O -1.379 0.908 0.001
O -2.777 0.886 -2.180
P -1.616 0.322 -3.159
O -0.696 -0.580 -2.434
N -2.406 -0.435 -4.373
C -3.441 0.236 -5.141
C -2.304 -1.872 -4.569
N -1.051 1.712 -3.835
C -0.208 1.579 -5.031
C -0.585 2.796 -2.965
N -3.565 2.333 -0.327
C -4.628 2.832 -1.187
C -3.566 2.912 1.014
H -5.544 -1.151 0.160
H -5.092 -0.798 -1.519
H -5.517 0.516 -0.401
H -3.477 -2.303 0.685
H -1.928 -1.546 0.293
H -2.971 -2.127 -1.013
H -3.418 1.306 -4.950
H -4.433 -0.147 -4.881
H -3.282 0.076 -6.211
H -1.516 -2.276 -3.939
H -2.071 -2.090 -5.614
H -3.247 -2.369 -4.319
H -0.588 0.789 -5.676
H 0.827 1.361 -4.764
H -0.242 2.520 -5.583
H -1.122 2.811 -2.018
H -0.744 3.753 -3.463
H 0.486 2.696 -2.762
H -4.621 2.331 -2.151
H -4.482 3.901 -1.357
H -5.609 2.699 -0.720
H -2.799 2.462 1.633
H -4.540 2.769 1.495
H -3.364 3.982 0.946
O 0.253 2.081 2.552
O -0.658 2.603 3.297
C 1.911 -2.332 -3.940
C 1.706 -1.541 -2.679
O 1.797 -0.281 -2.697
O 1.445 -2.152 -1.609
H 2.169 -1.680 -4.770
H 0.995 -2.879 -4.163
H 2.703 -3.064 -3.779
N 2.819 1.379 -0.658
C 3.258 2.198 -1.384
N 3.834 2.998 -2.137
C 3.587 4.232 -2.511
N 3.433 5.316 -2.883

No. 3
97
Properties=species:S:1:pos:R:3 method="wB97M-V/def2-TZVPD" total_energy_ha=-40232.635067 charge=0 e_homo_ev=-8.708
C 5.605 -5.013 3.846
O 4.976 -4.498 2.691
C 5.382 -3.176 2.397
C 4.548 -2.681 1.231
C 4.703 -1.179 1.027
C 4.236 -0.698 -0.357
C 5.205 0.312 -0.985
C 5.120 1.754 -0.430
C 3.811 2.134 0.241
C 2.674 2.506 -0.752
C 1.301 1.944 -0.362
C 0.404 3.006 0.336
C 0.666 2.941 1.853
C -0.313 2.204 2.703
C -1.302 1.326 2.502
C -1.794 0.791 1.181
O -2.496 -0.449 1.285
C -3.863 -0.365 1.034
C -4.741 -0.226 2.108
C -6.124 -0.169 1.958
C -7.024 -0.059 3.156
C -6.644 -0.237 0.664
C -5.766 -0.377 -0.403
C -4.377 -0.457 -0.254
C -3.570 -0.643 -1.521
C -2.497 -1.758 -1.380
C -2.977 0.676 -2.072
C -1.788 0.972 3.898
O -2.356 -0.024 4.232
O -1.380 1.967 4.752
C -0.211 2.461 4.172
O 0.672 2.961 4.807
H 5.878 -4.222 4.547
H 6.497 -5.583 3.579
H 4.913 -5.683 4.349
H 5.253 -2.530 3.272
H 6.451 -3.176 2.150
H 4.909 -3.212 0.351
H 3.526 -2.974 1.460
H 5.756 -0.940 1.184
H 4.137 -0.657 1.801
H 4.256 -1.580 -1.001
H 3.205 -0.353 -0.347
H 6.208 -0.055 -0.761
H 5.113 0.261 -2.068
H 5.988 1.946 0.201
H 5.234 2.425 -1.286
H 4.021 3.052 0.794
H 3.474 1.416 0.986
H 2.971 2.119 -1.727
H 2.660 3.590 -0.840
H 0.770 1.540 -1.224
H 1.447 1.126 0.344
H 0.764 3.974 -0.004
H -0.642 2.936 0.054
H 0.680 3.957 2.247
H 1.657 2.518 2.009
H -2.474 1.523 0.743
H -0.964 0.631 0.496
H -4.345 -0.178 3.105
H -7.949 0.435 2.886
H -6.525 0.488 3.953
H -7.296 -1.037 3.552
H -7.712 -0.188 0.483
H -6.168 -0.431 -1.406
H -4.272 -1.016 -2.262
H -2.520 -2.416 -2.245
H -1.521 -1.296 -1.270
H -2.752 -2.358 -0.512
H -3.330 0.821 -3.092
H -1.894 0.608 -2.157
H -3.275 1.544 -1.492
C 0.079 -5.201 -2.793
Br 0.463 -4.275 -4.435
Br 0.659 -4.199 -1.258
Br -1.791 -5.649 -2.720
H 0.635 -6.127 -2.789
C -1.755 -3.356 -7.358
Br -2.849 -4.897 -7.713
Br -1.301 -2.409 -8.973
Br -2.565 -2.188 -6.064
H -0.831 -3.714 -6.929
C 0.290 0.594 -5.918
Br 1.504 1.886 -6.667
Br 1.114 -0.448 -4.530
Br -1.338 1.420 -5.310
H 0.024 -0.093 -6.710
C 7.801 4.741 1.071
Br 6.018 5.364 1.441
Br 7.942 2.830 1.260
Br 8.415 5.325 -0.656
H 8.453 5.183 1.810
C -10.599 2.421 2.236
Br -12.137 3.397 1.618
Br -10.188 0.936 1.080
Br -9.074 3.568 2.477
H -10.848 2.011 3.204